Record 1
The following is a quantum chemistry calculation of a molecular structure, C23H37MnO3, from the Open Molecules 2025 dataset.

Properties
Spin multiplicity: 6
Energy relative to the best compared isomer or geometry (same formula, charge and spin), kJ/mol: 204.0
Gap between HOMO and LUMO (spin up / spin down), eV: 4.374 / 5.369
Total charge: -1
Strongest force on any atom, eV/Å: 4.355

CARTESIAN COORDINATES (ANGSTROEM)
H 4.9622 -0.0967 -0.8280
O -2.7204 -1.3738 1.8317
H 4.9561 1.2020 -3.4404
H -0.3162 -1.4132 -2.4080
C -3.7586 -1.9853 3.8822
C 1.0826 1.4521 1.8841
C 0.1134 -0.5730 -2.9768
H -5.7297 -2.7844 2.3957
H 4.4422 3.7302 -1.4767
C -0.6504 0.9542 -4.7466
H 1.2107 0.5252 3.9690
H 3.0917 -0.2184 -3.3343
O 2.6319 0.8405 -1.4933
H 2.2865 -1.4071 2.6495
H 4.6539 1.1295 0.4266
C 3.6067 3.1143 -1.0977
C -0.7734 -2.4549 1.6616
H 0.5728 1.2945 -1.9481
H -4.2565 -3.5942 1.8226
C 0.0855 -1.9565 2.7031
H -1.4790 0.6833 3.9785
O -0.7120 1.6875 -3.4984
H -0.1269 -2.0389 3.7715
C -0.3040 0.8130 -2.4267
H -5.7932 -0.3730 2.8073
H -0.1040 2.3278 0.1418
C -3.9665 -1.5347 2.4318
C -0.8281 0.9466 3.1382
H -4.7299 -2.1196 4.3860
H 2.1169 1.6330 1.5961
C -1.2619 1.5597 1.9236
C 1.3568 -1.5745 2.1061
H 5.9113 1.4020 -0.7951
C -4.8088 -2.6498 1.8106
Mn -0.0838 -0.2267 1.4566
H -5.0926 -2.4247 0.7798
C 3.8503 1.6625 -1.4860
C -4.7955 -0.2418 2.3680
H 3.5710 3.2529 -0.0073
H 2.0132 1.2133 -3.5862
H -3.2288 -2.9486 3.8712
H -1.1907 -1.1768 -4.5912
C 1.2225 -1.6677 0.6745
H -4.9443 0.0428 1.3211
C 4.9159 0.9770 -0.6290
H 2.0304 -1.6113 -0.0600
H -1.0601 0.6998 -1.6250
C -0.3017 -0.5353 -4.4558
C 0.6141 0.8714 3.1209
H 0.1736 1.3868 -5.3672
H -3.1608 -1.2581 4.4443
H -0.5789 -2.3055 -0.5762
H -4.3073 0.5700 2.9158
H 0.5093 -0.8567 -5.1228
C 4.0768 1.6878 -3.0076
H -1.6094 1.0780 -5.3016
H -2.2998 1.7788 1.6752
C -0.0911 1.8533 1.1238
H 2.7031 3.4964 -1.6013
C 2.8556 0.8012 -3.0070
H 1.2092 -0.6085 -2.8959
H -1.5120 -3.2455 1.7695
H 3.8943 2.6816 -3.4479
C -0.1446 -2.0938 0.3996

Forces on atoms 1 to 3 (eV/Å):
-0.100 0.128 -0.050
-1.624 0.637 -0.115
0.007 0.242 0.314



Record 2
The following is a quantum chemistry calculation of a molecular structure, C17H30F5N8O3P2S2Ti, from the Open Molecules 2025 dataset.

Properties
Gap between HOMO and LUMO, eV: 7.071
Total charge: +1
Strongest force on any atom, eV/Å: 0.834

CARTESIAN COORDINATES (ANGSTROEM)
H -3.5899 2.3206 -3.4225
C -1.3329 2.0547 -4.7967
O 0.9277 1.6971 1.1772
H -1.3678 1.8753 1.5359
C 3.6890 4.1273 2.0955
C 3.7435 0.9198 -0.5713
O 0.5910 0.9081 -2.3445
H -1.8327 4.1915 3.1015
H -0.5891 4.9454 4.0957
F 6.9701 -1.4193 0.1227
C -2.8014 1.8362 -2.8455
C 3.2642 1.8438 2.8307
N -4.8423 0.4601 -0.2760
H -4.7810 3.5608 0.4978
H -2.4385 3.0664 1.2326
C -0.0849 2.2544 3.9070
C -0.7754 4.4743 3.1267
H -2.8965 2.1383 -1.8062
N -3.0632 1.2950 0.6992
H 2.5194 1.0523 2.8575
N -3.7643 -0.3448 -0.4224
H -1.3650 0.9919 -5.0498
C 4.6377 -1.1817 -0.0208
C 2.0523 3.0826 -3.7392
C -2.6616 0.1364 0.1565
H -0.5854 5.2159 2.3510
C 0.3835 4.7658 -3.0625
H 4.4502 3.8311 1.3656
C -4.4011 1.4635 0.4239
N 0.8637 3.3923 -2.9500
H 0.0259 4.9878 -4.0722
C -5.1835 2.6271 0.8943
H 4.0992 1.5007 2.2088
O -0.5784 2.4186 -0.9444
H 1.1986 5.4477 -2.8191
H 0.0847 2.6246 4.9215
S 1.8864 -1.0963 -0.1950
N -1.5094 2.2678 -3.3615
C 6.0992 0.6852 -0.4339
H -3.8322 -1.2133 -0.9295
Ti 0.6240 0.8673 -0.3232
N -2.3585 2.1146 1.5826
N 2.7053 3.0755 2.3051
H -2.1220 2.5737 -5.3410
F 7.3204 1.1923 -0.5142
C 5.9146 -0.6523 -0.1058
H 1.8829 3.2836 -4.8012
H 3.6466 1.9927 3.8443
C 4.9961 1.4864 -0.6726
H 2.8824 3.7042 -3.3995
F 5.1392 2.7729 -0.9810
H 2.3202 2.0368 -3.6146
N 0.0897 3.3236 2.9372
H -5.1649 2.6800 1.9831
H 3.2042 5.0344 1.7368
H -2.9326 0.7516 -2.9247
S -1.1618 -0.6966 0.1782
H -6.2096 2.5168 0.5545
P -0.1706 2.2514 -2.4266
P 1.1785 3.3236 1.6676
H -0.4245 4.9407 -2.3540
F 2.6587 1.7348 -0.7838
H -1.0964 1.8436 3.8595
H -0.3743 2.4577 -5.1204
C 3.5074 -0.4019 -0.2547
H 0.6212 1.4488 3.7190
H 4.1944 4.3674 3.0340
F 4.5029 -2.4658 0.2878

Forces on atoms 1 to 3 (eV/Å):
-0.005 -0.004 0.015
0.018 0.081 -0.052
-0.141 0.738 0.354



Record 3
The following is a quantum chemistry calculation of a molecular structure, C25H39DyN6O3P2S2, from the Open Molecules 2025 dataset.

Properties
Spin multiplicity: 6
Gap between HOMO and LUMO (spin up / spin down), eV: 7.401 / 7.420
Strongest force on any atom, eV/Å: 3.565

CARTESIAN COORDINATES (ANGSTROEM)
C 3.2770 3.6845 2.0618
S 1.0747 -1.5907 3.8084
C -0.0666 2.0446 1.8100
C -2.5632 -2.2178 1.7372
H 0.7282 3.0425 3.5776
C -2.2503 -0.4125 -3.0695
S 1.0580 -3.3568 2.8075
H 0.2085 -2.4070 -3.3069
H -2.8966 -3.1472 -3.3013
H 3.6011 -2.7493 1.4347
H -2.4758 -4.8303 -2.9622
C 0.7911 4.1490 -0.3712
C 4.1401 1.4505 1.6151
C -2.8575 1.8778 -2.8373
C -2.4948 2.8425 2.9015
H -2.4110 2.7538 -0.8340
H -4.2220 -1.7936 -1.3041
C 3.3241 -2.6380 0.3928
H -3.2485 2.7866 -3.1676
H 0.3270 4.5802 -1.2691
C -1.2584 1.6505 1.1811
P -1.2825 -2.0091 -0.8549
H -4.8553 -1.9109 0.3524
N -1.1733 0.6425 0.2461
H -2.1451 -1.2762 -3.7372
H 2.9124 -4.2011 -2.9965
H -1.4090 3.6513 4.5350
H 3.9883 0.3888 1.3900
H -0.4537 -4.0079 -3.9125
N 2.2765 -2.1902 -1.3641
C -0.1367 -3.4364 -3.0201
H -1.7219 -2.8429 2.0886
H 4.4994 -4.0231 -2.5230
C -1.8459 0.6679 -0.9457
H 2.9447 1.7273 -1.6346
H -3.4391 -2.6345 2.2007
H 1.6077 4.7765 -0.1670
N 2.2328 -2.0323 -0.0430
H -3.6913 -0.6117 -0.1638
C -2.4867 2.1347 1.6982
C 2.8590 2.2135 1.9597
C 2.5365 2.7105 -1.5554
C -1.3501 3.0791 3.5792
C -0.1486 2.7137 3.0453
H -1.0070 -4.2423 -1.2478
N 3.6486 -3.5140 -2.8187
C 1.2722 2.7181 -0.6992
H -3.3802 1.9864 1.1234
H 2.4824 4.3784 2.3752
C -2.4236 1.8279 -1.4905
Dy 0.3476 -0.7928 1.3437
C -1.2809 -3.4985 -1.9676
H 0.4865 2.1819 -1.3318
C -2.8522 0.7538 -3.5564
H -3.4463 -4.0303 -1.8127
H 4.9001 1.5794 2.4456
O 1.2631 -1.5826 5.2409
O 1.9989 -0.6909 3.0689
H 4.5906 1.9147 0.6757
H 0.7511 -3.9459 -2.5653
O -0.2709 -0.8984 3.4706
H 2.3637 3.0664 -2.5490
N 3.9832 -3.3290 -0.5227
H 0.0581 4.2536 0.4238
H 3.3435 3.3449 -1.1552
H -3.3863 3.2567 3.2561
H 4.1800 3.7955 2.7310
H 3.5420 4.0768 1.0460
H -2.7736 -3.5393 0.1624
P 1.4820 1.7421 0.8505
H 2.4038 1.8281 2.8805
N 3.2982 -2.9706 -1.5764
H -3.3972 0.7344 -4.5487
C -3.9661 -1.6785 -0.2376
C -1.8288 -0.4995 -1.7742
C -2.6440 -3.8488 -2.5329
H -2.4941 -1.1873 1.9920
C -2.7477 -2.4385 0.2189

Forces on atoms 1 to 3 (eV/Å):
0.143 0.919 -0.316
-1.360 0.830 2.289
0.523 0.608 0.397



Record 4
The following is a quantum chemistry calculation of a molecular structure, C24H23ErOTe, from the Open Molecules 2025 dataset.

Properties
Spin multiplicity: 4
Gap between HOMO and LUMO (spin up / spin down), eV: 4.183 / 4.259
Strongest force on any atom, eV/Å: 2.208

CARTESIAN COORDINATES (ANGSTROEM)
C 0.6262 2.2947 0.8494
C 2.0838 6.9872 0.6310
O -0.0728 -3.0389 -1.0414
H 0.6267 3.2467 0.3457
Er -0.7673 0.4289 0.0561
H 1.0097 6.6912 3.8850
C -0.1674 1.9187 1.9565
C -3.0529 -0.3905 -0.5428
H -3.1930 -1.4590 -0.5159
H -1.3880 -6.9350 -1.7854
H -0.1952 0.0634 3.1893
C 0.0204 5.8084 2.1985
H 2.8731 7.4463 0.0313
C -0.3291 -6.8739 -1.5181
H -2.2051 0.0234 -2.6075
H -0.8030 5.3098 2.7229
C -2.5581 0.3825 -1.6507
C 0.4354 -8.0281 -1.3770
C -0.5829 -4.3741 -1.5354
H 2.1644 1.2796 -0.3357
H -0.8831 2.5800 2.4530
H 0.8135 -3.4274 -2.9934
H 2.4066 -8.8326 -0.9248
Te -1.5032 4.9003 -0.2269
H 1.0511 6.0493 -1.1031
H 2.8104 7.7486 2.5111
C 0.0616 5.7186 0.7863
H 1.7216 -0.7903 1.4294
C 0.2287 0.6139 2.3559
C 1.7996 -7.9342 -1.0442
H -2.9307 2.6809 0.7721
H 2.0769 -4.5189 -0.8727
C 0.2406 -5.5777 -1.3305
C 1.2848 0.1959 1.4792
C 2.3785 -6.6604 -0.8666
C 1.5180 1.2460 0.5405
H -0.0220 -9.0199 -1.5228
C 1.6128 -5.4992 -1.0248
H -2.0139 2.5456 -1.7956
H -0.9189 -2.6954 -2.9606
H -1.6677 -4.4988 -1.4482
C 1.1026 6.2383 -0.0199
H 3.4352 -6.5729 -0.5963
H -3.6117 0.2761 1.5570
C -0.1360 -3.2709 -2.4592
C -3.2123 0.4928 0.5744
C -2.4120 1.7271 -1.2005
C 2.0363 7.1464 2.0202
C -2.8268 1.7925 0.1548
C 1.0345 6.5650 2.8006

Forces on atoms 1 to 3 (eV/Å):
0.717 0.390 0.355
-0.091 -0.287 -0.370
-0.341 -1.339 -0.616



Record 5
The following is a quantum chemistry calculation of C4H3ClOS in the gas phase, from the Open Molecules 2025 dataset.

Properties
Energy relative to the best compared isomer or geometry (same formula, charge and spin), kJ/mol: 45.5
Gap between HOMO and LUMO, eV: 9.600
Structure (SMILES): Sc1coc(Cl)c1
Strongest force on any atom, eV/Å: 2.047

CARTESIAN COORDINATES (ANGSTROEM)
S -2.4194 -0.5429 -0.2041
H -2.7654 -0.1643 1.0199
O 1.2047 1.0849 -0.1626
Cl 3.1917 -0.5421 -0.1123
H 0.2725 -1.9976 -0.0170
C -0.7169 -0.0497 -0.1445
C 1.5133 -0.2121 -0.1649
C -0.1444 1.1849 -0.1080
H -0.4931 2.1965 -0.0234
C 0.3569 -0.9577 -0.0832

Forces on atoms 1 to 3 (eV/Å):
0.263 0.176 -0.342
-0.031 0.098 0.350
-0.021 0.550 0.203



Record 6
The following is a quantum chemistry calculation of a molecular structure, C2ClF6Mg2NO4S2, from the Open Molecules 2025 dataset.

Properties
Spin multiplicity: 2
Gap between HOMO and LUMO (spin up / spin down), eV: 4.922 / 4.850
Total charge: +3
Strongest force on any atom, eV/Å: 7.461

CARTESIAN COORDINATES (ANGSTROEM)
C 21.9362 -4.9621 11.9499
Mg 17.6635 -7.0757 13.9394
O 23.8331 -5.9977 13.5661
F 21.2318 -5.4678 11.0070
S 21.1915 -8.4190 12.1567
F 20.3087 -10.5602 13.5494
O 20.8889 -9.0650 10.9180
F 21.7705 -9.4338 14.5918
O 21.6161 -6.3487 14.3232
Mg 19.0270 -2.9037 14.5661
Cl 18.3874 -4.9564 13.5656
S 22.4755 -6.3212 13.1426
F 22.4263 -10.6782 12.8751
N 22.6733 -7.8473 12.1769
C 21.4339 -9.9155 13.3675
O 20.0559 -7.5678 12.6637
F 21.1539 -4.2258 12.6854
F 22.9638 -4.2655 11.4897

Forces on atoms 1 to 3 (eV/Å):
2.132 -0.548 -0.798
1.155 -0.881 -0.632
-1.906 -0.633 -2.033